No. 1
Density functional theory data (ωB97M-V/def2-TZVPD) for C20H17N3O5 in the gas phase.

Structure (XYZ):
```
45
Properties=species:S:1:pos:R:3:mulliken_charge:R:1
O -4.130 0.848 1.859 -0.46
O -2.805 1.840 -0.394 -0.61
O 2.020 2.466 -0.904 -0.65
O -3.106 -1.087 0.023 -0.26
O -0.844 1.159 0.452 -0.29
N 3.879 -1.040 0.372 -0.07
N 0.460 -1.872 0.307 -0.70
N 4.092 1.065 -0.328 -0.59
C -6.624 -0.753 -1.047 -0.76
C 6.594 1.159 -0.196 -0.79
C -4.415 -0.682 -0.069 1.20
C -2.613 -2.009 -0.919 -0.96
C -2.176 1.332 0.490 0.68
C -4.869 0.277 0.852 0.35
C 5.226 -0.773 0.369 0.61
C 1.816 0.231 -0.188 0.21
C -6.196 0.686 0.807 -0.67
C 1.282 1.420 -0.598 0.70
C 5.344 0.565 -0.076 0.43
C 1.027 -0.896 0.093 0.08
C -0.200 1.629 -0.729 -0.67
C -7.075 0.174 -0.128 -0.54
C 7.694 0.396 0.134 -0.48
C 3.250 0.094 -0.051 0.39
C 7.569 -0.924 0.573 -0.43
C 6.336 -1.532 0.699 -0.97
C -2.731 0.832 1.813 -0.46
C -5.305 -1.172 -1.015 -0.59
H -3.153 -2.960 -0.868 0.38
H 8.460 -1.481 0.820 0.38
H -8.101 0.507 -0.142 0.37
H -2.311 -0.160 2.015 0.31
H 6.689 2.178 -0.535 0.43
H 2.994 2.225 -0.775 0.56
H -6.514 1.419 1.530 0.42
H -1.571 -2.170 -0.641 0.14
H -4.972 -1.898 -1.740 0.41
H 8.681 0.826 0.053 0.38
H -7.291 -1.157 -1.793 0.38
H -0.405 2.695 -0.871 0.46
H -0.598 1.085 -1.597 0.29
H -2.408 1.519 2.603 0.36
H 3.428 -1.900 0.637 0.25
H -2.667 -1.611 -1.937 0.41
H 6.238 -2.552 1.038 0.39
```

As for the multiplicity: 1. As for the structure (SMILES): COc1ccccc1OCC(=O)OC/C(O)=C(\C#N)c1nc2ccccc2[nH]1. As for the net charge: 0. For the relative energy (zero: lowest compared OMol25 entry of this formula, charge and spin), the calculation gives 141.46 kJ/mol. The total energy comes out at -1312.81207 hartree.



No. 2
Density functional theory data (ωB97M-V/def2-TZVPD) for C20H17N5O3 in the gas phase.

Structure (XYZ):
```
45
Properties=species:S:1:pos:R:3:mulliken_charge:R:1
O -0.272 -0.944 2.854 -0.66
O 1.664 -2.588 4.199 -0.31
O -5.126 -2.087 -2.895 -0.43
N 4.470 1.526 -0.542 -0.42
N 0.804 1.801 0.169 -0.58
N 2.325 0.370 0.947 -1.12
N 1.142 0.102 1.524 0.83
N -1.179 1.029 1.105 -0.14
C -2.898 0.658 -0.641 0.40
C 5.254 3.310 -1.947 -0.38
C -3.091 -1.085 -2.302 -0.31
C -5.054 -0.400 -1.101 -0.29
C -4.465 -1.172 -2.127 0.37
C -2.289 -0.222 -1.545 -0.40
C 2.969 3.219 -1.340 -0.35
C -5.904 -3.081 -2.132 -0.75
C 1.935 -1.773 3.071 -0.19
C -2.030 1.689 0.098 -1.21
C 2.127 1.397 0.178 -0.18
C 5.467 2.178 -1.186 -0.21
C 3.944 3.848 -2.051 -0.42
C 3.227 2.036 -0.616 0.65
C 2.793 -3.333 4.386 -0.31
C -4.271 0.511 -0.358 -0.65
C 3.748 -3.079 3.422 -0.61
C 0.200 0.929 0.961 0.35
C 3.174 -2.060 2.552 -0.04
C 0.887 -0.857 2.502 1.05
H -4.695 1.093 0.442 0.38
H 2.858 -4.101 5.138 0.43
H 1.932 3.577 -1.386 0.35
H -1.234 -0.143 -1.824 0.40
H 4.659 -3.580 3.269 0.46
H 3.628 -1.650 1.619 0.41
H 3.678 4.692 -2.682 0.40
H -1.586 0.329 1.745 0.30
H 6.441 1.711 -1.155 0.40
H -6.722 -2.622 -1.540 0.27
H -6.356 -3.850 -2.811 0.25
H 6.056 3.750 -2.531 0.34
H -2.686 2.417 0.578 0.42
H -2.617 -1.697 -3.060 0.41
H -6.116 -0.472 -0.937 0.34
H -1.477 2.276 -0.629 0.41
H -5.314 -3.651 -1.420 0.33
```

As for the multiplicity: 1. As for the structure (SMILES): COc1ccc(CNc2nc(-c3ccccn3)nn2C(=O)c2ccco2)cc1. As for the net charge: 0. For the relative energy (zero: lowest compared OMol25 entry of this formula, charge and spin), the calculation gives 67.71 kJ/mol. The total energy comes out at -1271.78660 hartree.



No. 3
Density functional theory data (ωB97M-V/def2-TZVPD) for C20H17N5S5V as an isolated structure.

Structure (XYZ):
```
48
Properties=species:S:1:pos:R:3:mulliken_charge:R:1
V 0.235 -0.060 0.631 0.27
S -2.892 0.916 0.972 -0.28
S 0.203 0.259 3.100 -0.38
S 2.564 0.524 0.433 -0.34
S 0.207 1.340 -1.154 -0.39
S 1.826 3.441 0.248 -0.28
N -0.537 -2.302 3.559 -0.09
N -1.830 -0.353 0.607 0.00
N -3.575 -1.973 0.382 -0.12
N -2.167 -0.736 3.709 -0.35
N 0.063 -2.039 0.233 0.66
C -0.886 -1.017 3.451 0.51
C 1.684 -5.142 2.910 -0.70
C -1.422 -3.914 -0.126 -0.85
C -4.623 -1.062 0.170 0.21
C -5.486 1.185 0.181 -0.77
C -1.216 -2.550 0.175 1.00
C -5.866 -1.521 -0.252 -0.67
C 0.953 -4.177 -0.353 -0.85
C 0.559 -4.362 3.107 -0.51
C 1.606 1.879 -0.163 0.19
C 0.681 -2.989 3.310 0.86
C -4.438 0.300 0.393 0.84
C -6.917 -0.638 -0.434 -0.58
C 1.102 -2.855 -0.041 -0.26
C 2.941 -4.555 2.898 -0.50
C -6.729 0.721 -0.217 -0.64
C 3.055 -3.190 3.098 -0.78
C -2.238 -1.592 0.402 0.03
C -0.351 -4.722 -0.387 -0.72
C 1.936 -2.398 3.319 -0.36
H -5.321 2.245 0.331 0.41
H 3.824 -5.159 2.734 0.41
H -7.880 -1.011 -0.756 0.38
H 1.821 -4.782 -0.565 0.45
H -1.298 -2.940 3.752 0.24
H -2.423 -4.323 -0.169 0.31
H 2.054 -1.339 3.489 0.43
H -7.542 1.418 -0.368 0.39
H -6.005 -2.582 -0.431 0.37
H 1.572 -6.206 2.751 0.40
H -0.423 -4.822 3.094 0.25
H 4.029 -2.718 3.098 0.42
H -0.498 -5.767 -0.627 0.43
H -2.862 -1.465 3.747 0.21
H 2.074 -2.377 -0.010 0.36
H -2.492 0.182 3.437 0.27
H -3.747 -2.890 0.005 0.10
```

As for the multiplicity: 2. As for the net charge: 0. For the relative energy (zero: lowest compared OMol25 entry of this formula, charge and spin), the calculation gives 65.93 kJ/mol. The total energy comes out at -3981.11249 hartree.



No. 4
Density functional theory data (ωB97M-V/def2-TZVPD) for an isolated ion of composition C20H17O3S and charge -1.

Structure (XYZ):
```
41
Properties=species:S:1:pos:R:3:mulliken_charge:R:1
S 2.120 -0.341 0.669 1.43
O 0.635 0.219 -1.928 -0.85
O 2.628 -1.446 -0.102 -0.70
O 2.290 -0.277 2.103 -0.69
C 0.302 -0.206 0.344 -0.14
C -0.006 -0.560 -1.113 0.12
C 0.047 -2.147 1.994 -0.37
C -2.276 -1.645 -1.646 -0.15
C -3.410 0.829 -2.294 -0.57
C 2.919 1.186 0.122 -0.11
C 3.505 2.004 1.095 -0.30
C -2.101 0.767 -1.807 -0.35
C -0.461 -0.990 1.388 0.15
C -3.583 -1.589 -2.143 -0.67
C -0.740 -2.881 2.883 -0.70
C -1.534 -0.478 -1.517 0.27
C -2.052 -2.485 3.163 -0.46
C -1.742 -0.547 1.744 -0.13
C -4.148 -0.349 -2.467 -0.36
C 3.629 2.712 -1.607 -0.66
C 4.097 3.208 0.717 -0.50
C 4.145 3.573 -0.633 -0.32
C 3.046 1.501 -1.228 -0.25
C -2.539 -1.294 2.615 -0.61
H 1.049 -2.510 1.767 0.33
H 0.221 -1.650 -1.230 0.15
H 0.169 0.877 0.478 0.43
H -3.544 -0.945 2.846 0.35
H -5.169 -0.302 -2.852 0.35
H 2.621 0.835 -1.972 0.42
H -1.811 -2.589 -1.360 0.34
H -0.320 -3.779 3.333 0.35
H -1.493 1.664 -1.686 0.34
H -4.141 -2.515 -2.283 0.35
H 3.481 1.700 2.137 0.41
H 4.520 3.854 1.488 0.35
H 4.599 4.522 -0.926 0.34
H -3.834 1.802 -2.554 0.34
H 3.673 2.975 -2.666 0.37
H -2.110 0.384 1.305 0.34
H -2.678 -3.087 3.820 0.36
```

As for the multiplicity: 1. As for the structure (SMILES): O=S(=O)(c1ccccc1)[C@H](c1ccccc1)[C@H]([O-])c1ccccc1. As for the net charge: -1. The total energy comes out at -1396.24172 hartree.



No. 5
Density functional theory data (ωB97M-V/def2-TZVPD) for C20H18AuBrN4O2 as an isolated structure.

Structure (XYZ):
```
46
Properties=species:S:1:pos:R:3:mulliken_charge:R:1
Au -0.755 -0.517 0.275 1.12
Br 2.605 -4.759 5.201 -0.03
O -0.907 -2.357 -1.312 -0.37
O 1.144 -1.354 0.551 -0.87
N -4.854 -0.726 -0.554 -0.04
N 0.011 0.416 2.367 -0.08
N -0.870 1.869 0.244 -0.34
N -2.815 -0.341 0.078 0.00
C -0.926 3.887 1.555 1.09
C -0.251 3.795 3.872 -1.10
C -1.509 3.926 -0.778 -0.85
C 1.378 -2.513 3.992 -0.69
C -0.817 -3.714 -0.837 -0.58
C -3.664 0.180 1.031 -0.24
C 2.674 -3.925 2.484 -0.38
C 0.357 -0.438 3.262 0.14
C -4.943 -0.053 0.638 -0.59
C 1.014 -1.675 2.947 0.20
C -1.349 4.590 0.407 -0.53
C 2.346 -3.127 1.439 -0.33
C -0.705 2.494 1.428 0.37
C -0.027 2.422 3.756 -0.79
C -3.564 -0.890 -0.865 -0.31
C -0.272 1.745 2.570 0.73
C -0.705 4.519 2.799 -0.88
C 1.460 -2.004 1.593 0.57
C -1.251 2.549 -0.817 -0.19
C 2.166 -3.635 3.776 -0.07
H -0.881 5.583 2.890 0.44
H 0.240 -0.217 4.326 0.35
H 3.321 -4.780 2.341 0.46
H -5.634 -1.040 -1.110 0.22
H -3.192 -1.386 -1.746 0.53
H 0.371 1.884 4.608 0.30
H -0.977 -4.412 -1.658 0.32
H -1.825 4.436 -1.676 0.42
H -3.295 0.695 1.902 0.46
H 2.732 -3.319 0.446 0.53
H 1.060 -2.271 4.998 0.50
H 0.151 -3.911 -0.377 0.23
H -1.539 5.654 0.478 0.46
H -1.602 -3.849 -0.097 0.28
H -1.353 1.993 -1.741 0.47
H -5.880 0.194 1.105 0.40
H -0.234 -2.223 -1.991 0.27
H -0.046 4.288 4.812 0.41
```

As for the multiplicity: 3. As for the net charge: +2. For the relative energy (zero: lowest compared OMol25 entry of this formula, charge and spin), the calculation gives 94.18 kJ/mol. The total energy comes out at -3851.54209 hartree.



No. 6
Density functional theory data (ωB97M-V/def2-TZVPD) for C20H18BaCl3O3 as an isolated structure.

Structure (XYZ):
```
45
Properties=species:S:1:pos:R:3:mulliken_charge:R:1
Ba 0.322 -0.081 1.258 1.63
Cl 0.648 -2.070 7.606 -0.16
Cl -1.386 -2.920 5.683 -0.16
Cl -1.167 -0.098 6.495 -0.18
O 1.743 -2.063 4.999 -0.72
O -0.197 1.104 -0.696 -0.71
O 0.358 -0.572 3.967 -0.42
C 0.824 2.606 -6.590 -0.28
C -2.415 -1.763 1.167 -1.06
C -1.199 2.342 -5.308 -0.47
C -0.427 2.292 -4.090 0.85
C 3.365 -1.274 1.269 -0.87
C -2.029 -1.709 2.534 0.25
C 1.872 -2.798 0.374 -0.66
C 0.723 -1.365 4.890 0.08
C -2.290 -0.394 3.019 0.08
C 1.611 2.563 -5.428 -0.65
C 1.800 -2.889 1.799 -0.31
C -2.832 0.368 1.943 -0.97
C -0.576 2.494 -6.528 -0.51
C -0.470 2.206 -1.519 -0.67
C -1.097 2.151 -2.889 -0.21
C -2.907 -0.481 0.802 -0.05
C 2.730 -1.951 2.347 -0.20
C 2.838 -1.798 0.050 -0.28
C -0.268 -1.582 6.168 0.55
C 1.008 2.423 -4.188 -0.36
H 2.694 2.637 -5.503 0.36
H -2.289 2.309 -5.218 0.31
H 1.307 -3.419 -0.327 0.33
H -2.359 -2.651 0.535 0.32
H -2.134 -0.043 4.032 0.11
H -1.173 2.533 -7.441 0.35
H 2.921 -1.798 3.411 0.42
H 0.504 2.705 -1.662 0.29
H 3.167 -1.522 -0.950 0.37
H 1.296 2.695 -7.559 0.36
H -3.149 1.408 2.005 0.34
H 1.194 -3.584 2.374 0.35
H 4.143 -0.515 1.382 0.37
H 1.593 2.370 -3.273 0.28
H -2.172 2.019 -2.909 0.29
H -3.295 -0.193 -0.173 0.36
H -1.635 -2.538 3.113 0.07
H -1.193 2.848 -0.973 0.20
```

As for the multiplicity: 1. As for the net charge: -1. For the relative energy (zero: lowest compared OMol25 entry of this formula, charge and spin), the calculation gives 143.71 kJ/mol. The total energy comes out at -2404.64383 hartree.



No. 7
Density functional theory data (ωB97M-V/def2-TZVPD) for C20H18BiN3PS2Se2 as an isolated structure.

Structure (XYZ):
```
47
Properties=species:S:1:pos:R:3:mulliken_charge:R:1
Bi -0.205 0.063 -0.287 0.76
Se 2.349 -0.325 0.060 -0.19
Se 0.341 -1.655 -2.677 -0.39
S -1.518 -2.499 3.754 0.01
S -0.757 -2.118 0.959 -0.35
P 2.347 -1.388 -1.951 0.33
N -0.529 0.719 1.926 0.05
N -0.948 -0.151 2.821 -0.63
N 0.688 2.376 0.206 -0.03
C 5.463 0.660 -3.528 -0.63
C 3.845 -3.345 -0.583 -0.19
C 4.515 -5.399 -1.628 -0.45
C 3.267 -3.786 -2.890 -0.55
C 4.673 -0.120 -2.704 -0.62
C 0.923 5.078 0.705 -0.22
C 3.912 -5.007 -2.815 -0.66
C -1.039 -1.413 2.513 0.60
C 1.578 4.495 -0.375 -0.79
C -1.788 -1.330 5.112 -0.79
C 4.485 -4.570 -0.516 -0.66
C 4.919 1.234 -4.669 -0.46
C 0.186 4.279 1.558 -0.92
C 2.786 0.263 -4.167 -0.24
C 1.412 3.139 -0.596 -0.07
C -0.494 1.981 2.214 -0.39
C 3.582 1.049 -4.982 -0.68
C 3.341 -0.327 -3.041 0.93
C 3.242 -2.959 -1.770 0.80
C 0.119 2.905 1.302 0.69
H 1.745 0.090 -4.406 0.33
H -0.327 4.696 2.409 0.42
H 5.070 -0.569 -1.803 0.37
H 5.540 1.838 -5.313 0.41
H -0.841 2.328 3.179 0.41
H 3.932 -5.656 -3.678 0.40
H 4.947 -4.881 0.409 0.41
H 1.885 2.634 -1.430 0.39
H 6.502 0.814 -3.284 0.41
H 2.764 -3.472 -3.795 0.38
H 2.213 5.075 -1.024 0.41
H 3.803 -2.696 0.284 0.24
H -0.847 -0.863 5.381 0.27
H 3.157 1.507 -5.862 0.41
H -2.179 -1.901 5.947 0.36
H 5.001 -6.362 -1.566 0.40
H -2.500 -0.578 4.789 0.27
H 0.995 6.141 0.876 0.45
```

As for the multiplicity: 1. As for the net charge: +1. For the relative energy (zero: lowest compared OMol25 entry of this formula, charge and spin), the calculation gives 0.00 kJ/mol. The total energy comes out at -7092.25232 hartree.



No. 8
Density functional theory data (ωB97M-V/def2-TZVPD) for C20H18BrN3O4S in the gas phase.

Structure (XYZ):
```
47
Properties=species:S:1:pos:R:3:mulliken_charge:R:1
Br -5.024 0.345 -3.642 -0.19
S 1.859 1.770 4.098 1.29
O 1.183 2.991 3.822 -0.67
O 3.678 -1.561 -2.890 -0.67
O 2.677 1.668 5.267 -0.71
O 0.013 0.446 2.115 -0.24
N 3.867 -0.856 -0.771 -0.10
N 0.696 0.520 4.330 -0.33
N -0.394 -0.464 1.175 -0.38
C -2.370 -0.185 -4.541 -0.50
C 1.704 -0.735 -1.861 -0.11
C -1.252 -0.159 -1.992 -0.20
C 2.687 1.160 2.648 0.14
C 0.987 -0.652 -2.991 -0.44
C -0.449 -1.634 1.755 0.58
C -3.157 0.046 -3.424 0.05
C -0.435 -0.401 -3.102 0.74
C 2.762 1.034 0.269 -0.16
C -0.852 -2.858 1.021 -1.36
C 0.029 -2.633 4.122 -1.57
C -1.018 -0.405 -4.374 -0.66
C 2.341 1.678 1.414 -0.41
C 3.931 -0.594 1.619 -0.69
C -0.054 -1.540 3.116 0.29
C 3.498 0.047 2.763 -0.76
C 0.226 -0.202 3.270 0.41
C 3.516 -0.139 0.363 0.16
C 3.135 -1.060 -1.925 -0.22
C -2.606 0.061 -2.153 -0.75
H 0.612 -2.317 4.984 0.39
H 3.769 -0.308 3.745 0.46
H -0.401 -0.588 -5.241 0.39
H -1.728 -3.301 1.492 0.40
H -3.230 0.247 -1.292 0.49
H 1.256 -0.626 -0.886 0.38
H -0.842 -0.143 -0.994 0.75
H -1.083 -2.611 -0.011 0.29
H 0.497 -3.512 3.683 0.35
H -2.813 -0.193 -5.526 0.42
H 0.870 -0.016 5.166 0.36
H -0.966 -2.917 4.465 0.31
H 1.724 2.561 1.376 0.48
H 4.556 -1.471 1.688 0.40
H -0.048 -3.591 1.045 0.35
H 1.519 -0.787 -3.926 0.40
H 4.762 -1.330 -0.760 0.27
H 2.498 1.422 -0.702 0.56
```

As for the multiplicity: 1. As for the structure (SMILES): Cc1noc(NS(=O)(=O)c2ccc(NC(=O)/C=C/c3ccc(Br)cc3)cc2)c1C. As for the net charge: 0. The total energy comes out at -4210.32927 hartree.



What did the seventh record say?
Density functional theory data (ωB97M-V/def2-TZVPD) for C20H18BiN3PS2Se2 as an isolated structure.

Structure (XYZ):
```
47
Properties=species:S:1:pos:R:3:mulliken_charge:R:1
Bi -0.205 0.063 -0.287 0.76
Se 2.349 -0.325 0.060 -0.19
Se 0.341 -1.655 -2.677 -0.39
S -1.518 -2.499 3.754 0.01
S -0.757 -2.118 0.959 -0.35
P 2.347 -1.388 -1.951 0.33
N -0.529 0.719 1.926 0.05
N -0.948 -0.151 2.821 -0.63
N 0.688 2.376 0.206 -0.03
C 5.463 0.660 -3.528 -0.63
C 3.845 -3.345 -0.583 -0.19
C 4.515 -5.399 -1.628 -0.45
C 3.267 -3.786 -2.890 -0.55
C 4.673 -0.120 -2.704 -0.62
C 0.923 5.078 0.705 -0.22
C 3.912 -5.007 -2.815 -0.66
C -1.039 -1.413 2.513 0.60
C 1.578 4.495 -0.375 -0.79
C -1.788 -1.330 5.112 -0.79
C 4.485 -4.570 -0.516 -0.66
C 4.919 1.234 -4.669 -0.46
C 0.186 4.279 1.558 -0.92
C 2.786 0.263 -4.167 -0.24
C 1.412 3.139 -0.596 -0.07
C -0.494 1.981 2.214 -0.39
C 3.582 1.049 -4.982 -0.68
C 3.341 -0.327 -3.041 0.93
C 3.242 -2.959 -1.770 0.80
C 0.119 2.905 1.302 0.69
H 1.745 0.090 -4.406 0.33
H -0.327 4.696 2.409 0.42
H 5.070 -0.569 -1.803 0.37
H 5.540 1.838 -5.313 0.41
H -0.841 2.328 3.179 0.41
H 3.932 -5.656 -3.678 0.40
H 4.947 -4.881 0.409 0.41
H 1.885 2.634 -1.430 0.39
H 6.502 0.814 -3.284 0.41
H 2.764 -3.472 -3.795 0.38
H 2.213 5.075 -1.024 0.41
H 3.803 -2.696 0.284 0.24
H -0.847 -0.863 5.381 0.27
H 3.157 1.507 -5.862 0.41
H -2.179 -1.901 5.947 0.36
H 5.001 -6.362 -1.566 0.40
H -2.500 -0.578 4.789 0.27
H 0.995 6.141 0.876 0.45
```

As for the multiplicity: 1. As for the net charge: +1. For the relative energy (zero: lowest compared OMol25 entry of this formula, charge and spin), the calculation gives 0.00 kJ/mol. The total energy comes out at -7092.25232 hartree.